Here is the ion C27H29N4 with charge +1 from OMol25. Energies are from ωB97M-V/def2-TZVPD.

ORCA input file:
```
! RIJCOSX wB97M-V def2-TZVPD def2/J DEFGRID3
* xyz 1 1
C 0.854 -5.901 1.263
N 0.722 -4.786 2.181
C 0.552 -5.167 3.571
C 0.555 -3.469 1.723
C -0.725 -2.867 1.695
C -0.904 -1.617 1.110
C 0.148 -0.907 0.532
C -0.088 0.507 -0.088
C -0.945 1.369 0.837
C -1.617 1.098 2.049
N -2.157 2.256 2.583
C -2.989 2.430 3.764
C -1.810 3.322 1.750
C -2.122 4.647 1.892
C -1.560 5.540 0.963
C -0.685 5.060 -0.038
C -0.390 3.698 -0.175
C -1.017 2.806 0.680
N -0.533 0.448 -1.503
C -1.911 0.139 -1.847
C -2.039 0.432 -3.342
N -0.658 0.622 -3.707
C 0.177 0.585 -2.661
C 1.623 0.619 -2.965
C 2.116 1.214 -4.159
C 3.491 1.237 -4.425
C 4.382 0.580 -3.555
C 3.882 -0.113 -2.454
C 2.511 -0.164 -2.201
C 1.444 -1.411 0.748
C 1.636 -2.706 1.223
H 0.922 -5.531 0.233
H 1.750 -6.490 1.505
H -0.014 -6.575 1.347
H 0.484 -4.268 4.197
H -0.353 -5.780 3.705
H 1.414 -5.772 3.893
H -1.573 -3.418 2.106
H -1.881 -1.149 1.204
H 0.911 1.005 -0.113
H -1.667 0.200 2.645
H -3.321 3.469 3.809
H -3.889 1.805 3.718
H -2.465 2.215 4.704
H -2.811 4.999 2.671
H -1.789 6.601 1.017
H -0.245 5.769 -0.743
H 0.327 3.315 -0.909
H -2.027 -0.943 -1.673
H -2.691 0.657 -1.275
H -2.484 -0.415 -3.891
H -2.578 1.361 -3.611
H -0.368 0.804 -4.650
H 1.444 1.657 -4.901
H 3.876 1.773 -5.288
H 5.455 0.635 -3.737
H 4.567 -0.622 -1.773
H 2.108 -0.857 -1.467
H 2.321 -0.782 0.579
H 2.635 -3.159 1.253
*
```

Values from the calculation:
HOMO	-10.13	eV
energy relative to the best compared isomer or geometry (same formula, charge and spin)	0.415	eV
LUMO	-0.1207	Ha
DFT total energy	-34423.5680	eV
structure (SMILES)	CN(C)c1ccc([C@H](c2cn(C)c3ccccc23)N2CC[NH+]=C2c2ccccc2)cc1
orbital gap	6.8	eV



Here is a structure of composition C50H52GeMoNO2PS from OMol25. Energies are from ωB97M-V/def2-TZVPD.

ORCA input file:
```
! RIJCOSX wB97M-V def2-TZVPD def2/J DEFGRID3
* xyz 2 3
Mo -0.397 1.002 1.098
C 2.786 -1.530 3.391
C 1.257 -1.435 3.423
C 0.505 -2.646 2.780
C 0.688 -0.073 3.009
C -0.709 0.212 3.212
C -1.162 1.605 3.208
C -0.224 2.617 2.915
C -0.764 4.039 2.944
C 1.068 2.288 2.387
C 1.444 0.851 2.339
H 3.106 -2.338 4.086
H 3.241 -0.619 3.798
H 3.275 -1.684 2.420
H 0.977 -1.421 4.521
H 0.669 -2.752 1.716
H -0.561 -2.478 3.003
H 0.867 -3.601 3.189
H -1.372 -0.583 3.541
H -2.169 1.810 3.537
H -0.560 4.482 3.898
H -1.857 3.940 2.848
H -0.399 4.705 2.151
H 1.855 3.025 2.286
H 2.431 0.675 2.028
O 0.008 3.723 -0.109
N -0.917 2.698 -0.227
C -1.775 2.947 -1.117
C -2.868 2.124 -1.605
C -3.499 2.617 -2.752
C -4.587 2.032 -3.368
C -5.031 0.893 -2.806
C -4.502 0.330 -1.652
C -3.446 0.978 -0.986
P -2.800 0.252 0.636
C -2.854 -1.598 0.593
C -1.648 -2.290 0.607
C -1.627 -3.645 0.416
C -2.851 -4.338 0.344
C -4.066 -3.664 0.336
C -4.077 -2.261 0.526
C -3.884 0.736 1.942
C -4.263 2.085 2.017
C -4.896 2.594 3.145
C -5.040 1.803 4.282
C -4.856 0.417 4.166
C -4.242 -0.100 2.984
H 0.695 3.361 0.477
H -1.679 3.924 -1.558
H -3.251 3.578 -3.186
H -5.122 2.536 -4.184
H -5.891 0.341 -3.210
H -4.852 -0.562 -1.173
H -0.780 -1.726 0.824
H -0.828 -4.316 0.599
H -2.866 -5.391 0.426
H -4.970 -4.304 0.296
H -5.066 -1.774 0.530
H -4.196 2.757 1.118
H -5.043 3.621 3.228
H -5.460 2.240 5.226
H -5.011 -0.271 4.990
H -3.962 -1.127 2.786
C 0.482 0.306 -0.976
Ge 2.466 0.128 -1.335
C 3.516 1.074 -0.020
C 3.427 2.457 0.076
C 4.277 3.114 0.893
C 5.223 2.414 1.627
C 5.282 1.038 1.591
C 4.433 0.391 0.733
C 2.808 -1.849 -1.345
C 3.270 -2.642 -2.376
C 3.258 -4.033 -2.272
C 2.911 -4.661 -1.078
C 2.466 -3.879 -0.020
C 2.477 -2.500 -0.147
C 3.087 0.749 -3.081
C 2.335 1.274 -4.070
C 2.852 1.706 -5.308
C 4.205 1.465 -5.556
C 5.072 1.001 -4.515
C 4.486 0.616 -3.323
H 0.106 0.908 -1.767
H 2.683 2.919 -0.626
H 4.268 4.159 1.035
H 5.927 2.985 2.312
H 5.994 0.512 2.216
H 4.517 -0.690 0.666
H 3.645 -2.179 -3.296
H 3.680 -4.613 -3.098
H 3.023 -5.752 -1.135
H 2.208 -4.342 0.903
H 1.876 -1.878 0.571
H 1.229 1.484 -4.036
H 2.196 2.061 -6.069
H 4.505 1.751 -6.524
H 6.152 0.923 -4.584
H 5.115 0.153 -2.555
C -0.928 -3.086 -2.823
S -1.105 -1.413 -2.357
C -0.763 -0.667 -3.895
O 0.170 -1.185 -1.471
H -0.057 -3.059 -3.483
H -1.857 -3.384 -3.296
H -0.664 -3.565 -1.830
H -1.451 -1.101 -4.652
H 0.253 -0.806 -4.190
H -1.041 0.384 -3.801
*
```

Values from the calculation:
HOMO (alpha / beta)	-13.14 / -13.06	eV
energy relative to the best compared isomer or geometry (same formula, charge and spin)	0.000	eV
LUMO (alpha / beta)	-0.1976 / -0.2164	Ha
DFT total energy	-136755.9372	eV
orbital gap (alpha / beta)	7.8 / 7.2	eV



Here is a structure of composition C13H5F3IIrN4O12S2 from OMol25. Energies are from ωB97M-V/def2-TZVPD.

ORCA input file:
```
! RIJCOSX wB97M-V def2-TZVPD def2/J DEFGRID3
* xyz -1 6
Ir 2.058 -0.729 -1.051
F -0.945 4.857 0.934
C -0.912 3.889 0.009
F -1.838 2.974 0.343
F -1.304 4.443 -1.154
C 0.458 3.270 -0.099
C 1.536 3.835 0.563
C 2.786 3.280 0.390
C 2.912 2.141 -0.388
N 1.876 1.560 -0.990
C 0.680 2.142 -0.880
S -0.627 1.454 -1.862
H 1.390 4.706 1.187
H 3.656 3.693 0.878
H 3.863 1.638 -0.507
O 0.892 0.429 2.974
C 0.876 -0.157 1.900
O 1.818 -0.089 1.026
C -0.313 -1.035 1.575
C -1.032 -1.557 2.634
C -2.093 -2.410 2.387
C -2.432 -2.797 1.103
C -1.696 -2.291 0.060
C -0.662 -1.354 0.246
O -0.075 -0.764 -0.775
N -1.957 -2.880 -1.261
O -3.112 -2.899 -1.647
O -1.000 -3.290 -1.873
N -2.863 -2.950 3.509
O -3.793 -3.695 3.255
O -2.537 -2.621 4.633
H -0.758 -1.285 3.642
H -3.233 -3.497 0.921
O 1.556 -3.308 0.190
N 2.162 -2.695 -0.637
I 4.515 -0.756 -1.919
O -1.369 -0.707 -3.600
S -0.013 -0.453 -3.973
O 0.237 1.152 -3.124
O 1.040 -1.185 -3.303
O 0.254 -0.057 -5.315
*
```

Values from the calculation:
HOMO (alpha / beta)	-4.83 / -6.15	eV
energy relative to the best compared isomer or geometry (same formula, charge and spin)	0.650	eV
LUMO (alpha / beta)	0.0505 / -0.0405	Ha
DFT total energy	-84848.0433	eV
orbital gap (alpha / beta)	6.2 / 5.0	eV



Calculated max |F| (eV/Å), listed in the same order as above: 2.2, 3.7, 0.8